A molecular structure, C14H16Cl5F3N4O2Y, computed with ωB97M-V with the def2-TZVPD basis set.

Each line ends with the Mulliken charge.
CARTESIAN COORDINATES (ANGSTROEM)
Y1 0.413 -0.598 0.520  1.5539
Cl1 -2.659 1.187 1.084  -0.2437
C1 -1.443 1.571 2.294  1.3220
C2 -0.312 0.777 2.307  -1.2620
C3 0.630 1.073 3.270  0.9225
Cl2 2.058 0.045 3.272  -0.2429
C4 0.490 2.095 4.201  -0.7385
Cl3 1.690 2.393 5.380  -0.1601
C5 -0.667 2.880 4.134  0.9056
Cl4 -0.881 4.162 5.248  -0.1556
C6 -1.653 2.626 3.171  -0.6500
Cl5 -3.064 3.589 3.094  -0.1579
F1 2.314 1.319 -0.070  -0.2139
C7 2.667 -0.052 -0.157  0.1759
F2 3.868 -0.153 0.409  -0.2304
F3 2.883 -0.232 -1.511  -0.2870
C8 -1.210 0.210 -2.100  -1.3540
N1 -0.827 -2.036 -3.189  0.1304
C9 -1.265 -2.867 -4.314  -0.9725
C10 -0.170 -3.849 -4.687  -0.5536
C11 0.025 -4.766 -3.499  -0.7139
N2 -0.038 -4.016 -2.239  0.0822
C12 0.362 -4.773 -1.061  -1.1275
C13 -0.265 -2.700 -2.152  0.5942
O1 0.041 -2.091 -1.074  -0.6277
H1 -1.793 1.068 -2.431  0.2826
H2 0.572 0.971 -1.820  0.3779
H3 -1.851 -0.445 -1.512  0.3960
H4 -1.547 -2.231 -5.144  0.4493
H5 -2.165 -3.411 -4.014  0.4110
H6 0.749 -3.309 -4.922  0.3081
H7 -0.448 -4.434 -5.562  0.3625
H8 0.994 -5.267 -3.534  0.3657
H9 -0.748 -5.537 -3.475  0.3825
H10 -0.076 -5.768 -1.123  0.3905
H11 0.000 -4.291 -0.160  0.3009
H12 1.448 -4.870 -1.009  0.3418
N3 0.743 -0.156 -3.507  -0.6046
C14 -0.638 -0.520 -3.352  1.5107
N4 -1.350 -0.002 -4.469  -0.7932
O2 -0.170 0.686 -1.243  -0.4106
H13 1.007 0.046 -4.460  0.2441
H14 1.416 -0.751 -3.045  0.1483
H15 -1.050 -0.352 -5.368  0.3077
H16 -2.356 -0.043 -4.384  0.2333

Its multiplicity is 1. As for the total charge: +1. As for the HOMO energy: -11.376 eV. Its frontier orbital gap is 8.03 eV.

---

A gas-phase ion, C14H16ClN2O3S (charge -1) at a distorted geometry, computed with ωB97M-V with the def2-TZVPD basis set.

Each line ends with the Mulliken charge.
CARTESIAN COORDINATES (ANGSTROEM)
C1 -3.671 0.198 3.392  -1.0823
N1 -2.243 0.176 3.347  0.1749
C2 -1.668 -1.097 3.020  -0.8214
C3 -0.146 -1.110 3.035  -0.8846
C4 0.307 0.086 2.316  0.1203
O1 1.227 -0.049 1.408  -0.3838
C5 -0.097 1.391 2.839  -0.7575
C6 -1.617 1.437 3.071  -0.8054
H1 -4.016 1.079 3.949  0.3108
H2 -4.124 0.236 2.382  0.3020
H3 -4.035 -0.711 3.888  0.3082
H4 -2.077 -1.817 3.746  0.4791
H5 -2.020 -1.428 2.021  0.3263
H6 0.205 -1.036 4.077  0.3527
H7 0.241 -2.026 2.575  0.2795
H8 0.375 1.524 3.828  0.4051
H9 0.221 2.207 2.179  0.1744
H10 -2.105 1.918 2.202  0.3456
H11 -1.845 2.079 3.940  0.4820
N2 2.421 0.206 -7.966  -0.5680
C7 2.196 0.114 -6.821  0.0753
C8 1.938 -0.007 -5.408  0.4101
C9 0.734 -0.555 -4.947  -0.6998
C10 0.521 -0.744 -3.579  -0.3446
C11 1.517 -0.367 -2.679  0.2039
S1 1.422 -0.855 -0.943  1.3798
C12 0.609 0.397 0.218  -0.2907
Cl1 -1.173 0.362 0.100  -0.1242
O2 0.623 -2.062 -0.841  -0.6737
O3 2.806 -0.853 -0.516  -0.6994
C13 2.703 0.218 -3.122  -0.4066
C14 2.908 0.403 -4.488  -0.6835
H12 -0.029 -0.853 -5.668  0.3898
H13 -0.401 -1.195 -3.215  0.3982
H14 0.980 1.385 -0.086  0.4999
H15 3.474 0.500 -2.410  0.4167
H16 3.839 0.850 -4.840  0.3909

Its multiplicity is 1. As for the total charge: -1. As for the HOMO energy: -1.089 eV. Its frontier orbital gap is 3.30 eV.

---

A molecular structure, C14H16F4N5Rh at a distorted geometry, computed with ωB97M-V with the def2-TZVPD basis set.

Each line ends with the Mulliken charge.
CARTESIAN COORDINATES (ANGSTROEM)
Rh1 -0.414 -0.185 -0.371  0.8722
C1 -3.501 -0.059 -1.005  -1.0478
N1 -2.477 0.510 -0.123  0.0643
C2 -2.678 0.110 1.286  -0.7974
C3 -2.364 1.970 -0.317  -1.0291
C4 -1.237 2.574 0.489  -0.7298
N2 -0.031 1.809 0.233  -0.1813
C5 1.197 2.250 0.475  -0.1556
C6 2.274 1.390 0.124  0.6242
F1 1.938 0.183 -0.391  -0.1329
C7 3.586 1.727 0.286  -0.1284
F2 4.523 0.869 -0.061  -0.2451
C8 3.923 2.971 0.821  -0.2518
C9 2.906 3.835 1.207  -0.0866
F3 3.202 5.001 1.738  -0.2333
C10 1.575 3.498 1.059  0.9423
F4 0.654 4.336 1.488  -0.2345
H1 -4.492 0.295 -0.707  0.3785
H2 -3.497 -1.145 -0.938  0.3354
H3 -3.324 0.238 -2.037  0.3544
H4 -3.467 0.707 1.755  0.3606
H5 -1.766 0.248 1.871  0.3193
H6 -2.971 -0.936 1.335  0.3636
H7 -3.305 2.462 -0.050  0.4119
H8 -2.175 2.145 -1.377  0.3623
H9 -1.457 2.564 1.563  0.4929
H10 -1.142 3.622 0.207  0.5709
H11 4.960 3.259 0.943  0.5390
N3 2.679 -4.807 -0.466  -0.3657
C11 1.508 -4.203 -0.659  0.4792
C12 1.365 -2.786 -0.650  -0.1628
N4 0.181 -2.235 -0.844  -0.4195
C13 -0.898 -3.010 -1.069  0.0706
C14 -0.745 -4.393 -1.063  -0.4292
N5 0.423 -4.953 -0.851  -0.5381
H12 3.543 -4.302 -0.393  0.1993
H13 2.715 -5.814 -0.491  0.2603
H14 2.227 -2.151 -0.499  0.4501
H15 -1.846 -2.539 -1.284  0.3356
H16 -1.588 -5.052 -1.235  0.3823

Its multiplicity is 1. As for the total charge: +2. As for the HOMO energy (alpha / beta): -14.470 / -14.464 eV. Its frontier orbital gap (alpha / beta) is 4.19 / 4.18 eV.

---

no.,energy (eV)
1,-96637.1090
2,-47253.6550
3,-36086.8525